{
  "formula": "C36H37BClF5NO8P",
  "method": "ωB97M-V with the def2-TZVPD basis set",
  "elements": ["C", "C", "B", "O", "C", "P", "O", "O", "O", "C", "C", "C", "C", "Cl", "C", "O", "O", "C", "C", "C", "O", "F", "O", "C", "N", "H", "H", "H", "H", "H", "H", "H", "H", "H", "H", "H", "H", "H", "H", "H", "H", "H", "F", "C", "C", "C", "C", "C", "C", "H", "H", "H", "H", "H", "F", "C", "C", "C", "C", "C", "C", "H", "H", "H", "H", "H", "F", "C", "C", "C", "C", "C", "C", "H", "H", "H", "H", "H", "F", "C", "C", "C", "C", "C", "C", "H", "H", "H", "H", "H"],
  "positions_angstrom": [[1.149, 3.703, 3.825], [-0.357, 4.025, 3.447], [-1.341, 2.775, 3.418], [-2.405, 2.756, 4.354], [-1.281, 1.516, 2.388], [-0.829, 2.321, 0.790], [-1.692, 3.518, 0.617], [0.733, 2.833, 0.757], [-1.069, 1.359, -0.523], [-0.287, 0.529, 3.105], [0.613, -0.422, 2.259], [1.985, 0.201, 1.804], [2.146, -0.016, 0.269], [3.665, 0.683, -0.397], [-1.367, -0.329, 3.883], [-1.124, -1.135, 4.686], [-2.686, -0.034, 3.494], [-2.563, 0.633, 2.235], [-3.889, 1.346, 1.846], [-4.894, 1.508, 3.016], [-5.198, 2.566, 3.376], [-5.481, 0.440, 3.611], [-2.283, -0.438, 1.292], [-3.123, -1.444, 1.410], [-3.899, -2.252, 1.420], [1.324, 3.999, 4.879], [1.481, 2.677, 3.595], [1.803, 4.375, 3.226], [-0.738, 4.711, 4.237], [-0.347, 4.619, 2.514], [-2.099, 2.198, 5.091], [0.849, 3.310, -0.085], [-0.978, 1.957, -1.288], [0.332, 0.892, 3.949], [0.852, -1.291, 2.915], [0.107, -0.851, 1.370], [2.809, -0.379, 2.281], [2.137, 1.253, 2.103], [1.272, 0.440, -0.230], [2.097, -1.094, 0.042], [-3.723, 2.370, 1.455], [-4.441, 0.813, 1.039], [-0.126, -1.997, -0.088], [-0.600, -2.632, -1.184], [-1.646, -2.067, -1.886], [-2.131, -2.714, -3.014], [-1.570, -3.921, -3.417], [-0.521, -4.477, -2.696], [-0.027, -3.826, -1.574], [-2.074, -1.130, -1.551], [-2.945, -2.280, -3.577], [-1.952, -4.427, -4.295], [-0.087, -5.419, -3.008], [0.796, -4.240, -1.003], [5.823, 2.122, -1.714], [5.955, 3.457, -1.654], [5.430, 4.139, -0.572], [5.571, 5.519, -0.508], [6.224, 6.199, -1.529], [6.742, 5.500, -2.612], [6.612, 4.119, -2.674], [4.918, 3.592, 0.209], [5.171, 6.064, 0.338], [6.330, 7.276, -1.479], [7.248, 6.031, -3.409], [7.017, 3.557, -3.506], [-3.643, -0.434, -4.834], [-4.921, -0.776, -5.090], [-5.865, -0.659, -4.088], [-7.182, -1.008, -4.354], [-7.535, -1.479, -5.613], [-6.573, -1.597, -6.608], [-5.257, -1.238, -6.348], [-5.569, -0.297, -3.112], [-7.933, -0.913, -3.580], [-8.562, -1.755, -5.817], [-6.847, -1.968, -7.588], [-4.495, -1.314, -7.114], [3.537, -2.739, 0.279], [3.713, -3.942, 0.856], [4.897, -4.624, 0.651], [5.078, -5.862, 1.251], [4.070, -6.407, 2.039], [2.884, -5.712, 2.232], [2.704, -4.468, 1.641], [5.667, -4.186, 0.028], [6.004, -6.403, 1.105], [4.212, -7.375, 2.503], [2.097, -6.138, 2.842], [1.789, -3.906, 1.787]],
  "mulliken_charge": [-0.786, -0.411, 0.243, -0.532, 1.831, 0.365, -0.774, -0.296, -0.178, -0.688, -0.565, -0.786, -0.176, -0.143, -0.432, -0.524, -0.445, 0.269, -0.852, 0.343, -0.439, -0.259, -0.111, 0.523, -0.632, 0.330, 0.099, 0.272, 0.395, 0.237, 0.345, 0.321, 0.359, 0.805, 0.795, -0.100, 0.593, 0.276, -0.021, 0.219, 0.223, 0.639, -0.091, 0.455, -0.422, -0.170, -0.714, -0.526, -0.730, 0.412, 0.298, 0.408, 0.402, 0.392, -0.267, 0.343, -0.321, -0.433, -0.458, -0.383, -0.436, 0.452, 0.368, 0.361, 0.360, 0.410, -0.322, 0.313, -0.268, -0.420, -0.454, -0.354, -0.487, 0.484, 0.357, 0.370, 0.360, 0.417, -0.206, 0.266, -0.558, -0.444, -0.491, -0.641, 0.027, 0.428, 0.369, 0.369, 0.384, 0.462],
  "smiles": "CCB(O)[C@@]1(P(=O)(O)O)[C@H](CCCCl)C(=O)O[C@]1(CC(=O)F)OC#N.Fc1ccccc1.Fc1ccccc1.Fc1ccccc1.Fc1ccccc1",
  "lumo_energy_ev": 0.009,
  "energy_ha": -3376.497699,
  "gap_ev": 9.370
}

***

{
  "formula": "C3H5P",
  "method": "ωB97M-V with the def2-TZVPD basis set",
  "elements": ["P", "C", "C", "C", "H", "H", "H", "H", "H"],
  "positions_angstrom": [[1.586, -1.121, -0.220], [0.076, 0.509, -0.587], [-1.348, 0.208, -0.477], [-0.814, 0.793, 0.576], [0.658, -1.970, 0.347], [2.300, -0.809, 1.050], [0.617, 1.276, -1.257], [-2.095, -0.475, -0.774], [-0.981, 1.589, 1.341]],
  "mulliken_charge": [-0.090, -0.423, -0.233, -0.209, 0.009, 0.036, 0.297, 0.329, 0.284],
  "smiles": "PC1C=C1",
  "e_above_lowest_kcal_mol": 60.1,
  "lumo_energy_ev": 0.843,
  "energy_ha": -458.485683,
  "gap_ev": 8.917
}